128
Properties=species:S:1:pos:R:3:forces:R:3:mulliken_charge:R:1 method="wB97M-V/def2-TZVPD" e_homo_ev=-9.04 gap_ev=9.7 total_energy_ha=-2327.0838 multiplicity=1
C -3.84679 -4.75521 0.86808 0.125 -0.082 -0.309 -0.66
C -1.89669 -4.60220 2.26666 -0.385 -0.213 -0.097 -0.32
C -5.61608 1.12864 0.00786 -0.057 0.307 0.136 -0.50
C -3.23314 -3.91370 -0.05879 -0.418 -0.136 0.043 -0.11
C -5.01282 4.06818 -6.04135 -0.134 -0.261 0.060 -0.75
C -0.44375 -3.32097 6.98311 0.190 0.103 -0.004 -0.48
C -1.31561 -3.72331 1.36238 0.138 -0.117 0.618 0.19
C -7.13348 4.83517 -7.16660 -0.008 -0.381 -0.578 -1.27
C 4.71149 5.68127 4.13570 -0.116 0.206 -0.149 -0.75
C -0.15092 -4.48064 6.28703 0.114 -0.346 -0.117 -0.21
C -2.87447 3.15052 -5.03855 -0.146 0.521 -0.237 -0.68
C -4.39162 3.26151 -4.91649 -0.018 -0.380 0.345 -0.47
C -4.36885 -3.60153 -4.47365 -0.040 -0.029 0.230 -0.38
C 3.52702 -2.49933 -1.13590 0.232 -0.060 0.181 -0.33
C 0.86161 -3.18170 4.53099 -0.077 0.108 0.098 0.17
C 6.85329 2.13978 0.13778 0.002 0.161 0.238 -0.51
C 4.41427 4.35350 3.88554 0.079 -0.225 0.008 -0.14
C 5.94910 2.95614 0.81008 -0.059 0.055 -0.103 -0.43
C 3.12548 3.96830 3.53180 0.186 0.095 0.448 -0.26
C 5.67534 0.26373 5.09643 -0.317 0.003 0.086 -0.54
C 2.61398 -3.90193 -2.86723 0.066 0.288 -0.253 -0.63
C 4.13562 1.70426 -0.13503 -0.087 -0.161 -0.660 -0.20
C -2.11479 -2.07859 -4.03713 0.378 0.030 0.004 -0.22
C 0.56210 -2.00961 5.22092 0.175 -0.414 -0.279 -0.29
C -4.39581 1.49725 -0.54188 0.082 -0.383 -0.196 -0.61
C -2.04387 -3.18027 -4.88392 -0.159 0.155 0.268 -0.60
C 6.39676 1.14171 -0.70767 0.122 -0.177 0.029 -0.53
C -0.07386 -2.09365 6.44583 -0.234 0.318 0.255 -0.57
C -3.31139 -0.22042 0.75266 0.310 0.409 -0.209 -0.20
C -3.17536 -3.96122 -5.08087 0.058 0.095 -0.273 -0.44
C 5.03392 0.93796 -0.86772 0.199 -0.078 0.388 -0.70
C 5.21445 0.70256 3.86201 0.580 -0.217 -0.350 0.09
C 4.72069 -3.20965 -1.19226 0.038 -0.032 -0.123 -0.64
C 4.28242 -1.68171 4.89078 0.202 -0.370 -0.052 -0.36
C -3.16052 -5.13431 2.00605 0.454 0.170 0.366 -0.55
C -2.25091 2.16876 -4.06621 -0.012 -0.213 -0.039 -0.73
C 4.31505 -0.06034 3.12519 0.118 0.116 -0.010 -0.28
C 2.14957 4.93812 3.37183 -0.495 -0.262 -0.143 -0.18
C 0.55590 -0.68992 0.21488 -0.161 0.345 -0.023 0.34
C -1.97380 -3.39811 0.19276 0.095 0.005 -0.334 -0.41
C 4.86568 -4.24295 -2.11070 -0.010 -0.072 0.087 -0.42
C 0.23518 1.37882 -0.99299 0.211 0.200 0.276 -0.44
C -3.24958 0.78035 -0.21131 -0.275 0.273 0.190 0.19
C 0.54673 2.09993 0.15618 -0.027 -0.262 -0.421 -0.79
C 2.47907 -2.85399 -1.96500 -0.092 0.099 -0.209 -0.06
C 3.82197 -4.57990 -2.96278 -0.122 -0.075 0.255 -0.43
C 0.79835 1.41623 1.33883 -0.331 0.792 0.224 -0.62
C 4.58356 2.74422 0.67128 -0.069 -0.077 -0.369 -0.42
C 0.50162 -4.41154 5.06595 0.028 0.160 -0.308 -0.80
C 0.24979 -0.00727 -0.95369 0.063 -0.209 -0.373 -0.21
C 5.21815 -0.94519 5.60401 -0.196 -0.012 0.065 -0.50
C -4.43043 -2.48906 -3.64359 -0.215 -0.177 0.098 -0.83
C -6.53289 4.14561 -5.96150 0.220 0.157 0.417 -0.33
C 2.45448 6.27281 3.54924 0.301 0.649 0.394 -0.57
C 3.72494 6.64568 3.96111 0.293 -0.110 0.018 -0.28
C -3.29523 -1.73358 -3.39509 0.058 -0.109 -0.060 -0.01
C -5.68031 0.09893 0.93618 -0.117 -0.120 0.119 -0.48
C -4.52840 -0.56105 1.32858 0.440 -0.320 -0.233 -0.49
C 0.80258 0.04045 1.37272 0.032 -0.703 0.045 -0.45
C 3.83647 -1.24742 3.65305 -0.434 0.311 0.258 -0.81
H -3.13836 -4.81875 -5.74126 0.024 -0.043 0.083 0.38
H -2.37522 -0.66952 1.06150 -0.170 -0.304 0.009 0.42
H -0.29336 -1.18584 6.99683 -0.012 -0.037 -0.032 0.38
H 3.95913 7.68450 4.15648 -0.073 0.016 -0.032 0.36
H 3.02760 -1.76888 3.15715 0.270 -0.220 -0.207 0.53
H 3.95423 -5.39095 -3.66680 -0.072 0.029 -0.055 0.38
H -4.83524 -5.15260 0.67438 0.001 0.032 -0.042 0.41
H 7.91447 2.29816 0.28432 0.011 -0.035 -0.080 0.40
H -4.81478 2.24727 -4.89850 -0.009 0.049 -0.181 0.32
H 5.69806 5.97345 4.47231 0.030 -0.037 -0.072 0.39
H -1.21691 -1.49031 -3.87440 -0.065 0.009 0.030 0.33
H -2.64532 2.88114 -6.07526 0.090 -0.172 0.082 0.37
H 6.35437 0.88266 5.66898 0.115 -0.089 -0.040 0.40
H -4.32082 2.31231 -1.25148 -0.140 -0.012 -0.024 0.39
H 0.53774 -1.77120 0.22361 0.150 -0.012 0.049 0.57
H -6.62733 -0.18979 1.37520 -0.043 0.057 -0.068 0.38
H -5.25623 -4.21142 -4.58784 0.022 0.013 -0.181 0.38
H -3.57399 -5.83431 2.72157 -0.179 0.036 -0.082 0.40
H -5.37808 -2.24896 -3.17622 0.080 0.100 0.084 0.40
H -3.31524 -0.91466 -2.68615 -0.072 0.087 -0.093 0.60
H 5.54967 -1.31915 6.56429 0.103 0.096 0.000 0.37
H -1.09840 -3.42130 -5.35109 -0.048 -0.082 -0.089 0.40
H 3.08568 1.47939 -0.28399 -0.060 0.287 0.212 0.40
H -4.67823 3.68030 -3.94298 0.152 0.125 -0.040 0.25
H -1.16252 2.24532 -4.06169 0.004 0.010 0.038 0.37
H 5.18747 3.60093 3.96844 -0.036 0.005 0.165 0.39
H -4.60290 5.08257 -6.02650 0.068 -0.007 -0.160 0.32
H -4.54809 -1.39610 2.01831 -0.163 0.139 0.153 0.41
H 0.83890 -1.05681 4.78871 0.006 0.075 0.137 0.41
H 5.67756 1.57312 3.41366 -0.264 0.120 0.003 0.31
H -3.75925 -3.66965 -0.97369 0.086 0.089 -0.016 0.38
H 0.04656 -0.56212 -1.86413 -0.122 0.005 0.061 0.02
H -6.66208 5.80010 -7.35638 -0.166 0.139 0.166 0.32
H 4.68155 0.15650 -1.52828 -0.052 0.005 0.009 0.57
H 2.89499 2.91073 3.49015 -0.045 0.018 -0.295 0.26
H 1.38136 -3.12983 3.58204 -0.059 -0.070 -0.031 0.32
H -6.79462 4.69010 -5.04671 -0.065 -0.037 -0.032 0.31
H 4.01167 0.25205 2.13352 -0.048 0.129 0.058 0.31
H -2.44008 4.15040 -4.91708 0.001 -0.067 0.124 0.32
H -2.50628 1.14230 -4.34299 -0.019 0.010 0.055 0.18
H -6.93720 3.13718 -5.84038 -0.062 -0.003 -0.087 0.33
H 0.88510 1.99246 2.25349 0.357 -0.114 0.007 0.51
H 3.86788 3.42238 1.11376 0.038 -0.090 0.233 0.59
H -8.21595 4.93806 -7.09367 0.025 0.206 0.082 0.37
H 7.10387 0.49418 -1.21197 0.002 0.095 -0.096 0.41
H 1.79450 -4.11797 -3.54209 0.023 -0.165 0.052 0.44
H 0.62762 3.17756 0.08979 -0.215 0.028 0.232 0.47
H -4.72767 3.58868 -6.98460 0.021 0.198 -0.082 0.36
H 1.72316 7.06667 3.46167 -0.225 -0.241 -0.179 0.37
H 3.94089 -2.63726 5.27122 -0.117 0.104 0.114 0.44
H -6.94574 4.23793 -8.06711 -0.008 0.020 0.072 0.31
H -2.62250 2.33226 -3.05153 0.089 0.046 0.023 0.09
H -0.38832 -5.46919 6.66144 -0.177 0.144 0.210 0.39
H 3.42137 -1.66886 -0.44763 -0.028 -0.020 0.023 0.72
H -0.92866 -3.35356 7.94912 -0.049 -0.066 -0.004 0.38
H -0.03685 1.90548 -1.89899 0.138 -0.064 -0.071 0.14
H -1.48606 -2.76608 -0.54041 -0.132 0.096 0.002 0.45
H -0.35701 -3.28419 1.61334 0.055 -0.052 -0.149 0.11
H -1.39272 -4.90039 3.17717 0.096 0.163 -0.052 0.18
H 1.57212 -2.26416 -1.94851 -0.081 -0.132 0.038 0.13
H -2.31229 1.03606 -0.68659 0.057 -0.017 0.143 0.10
H 6.30588 3.77842 1.41927 0.006 -0.040 0.030 0.45
H 1.12815 4.66136 3.13324 0.060 -0.072 -0.045 0.41
H 5.54423 -2.94979 -0.53881 -0.028 0.018 0.020 0.43
H 0.69714 -5.31803 4.50587 0.117 -0.011 0.076 0.36
H 5.78546 -4.81301 -2.15756 0.050 0.108 0.011 0.37
H -6.51707 1.67099 -0.25222 0.014 -0.026 -0.047 0.41
H 0.99764 -0.48839 2.29902 -0.035 0.085 0.036 0.36



142
Properties=species:S:1:pos:R:3:forces:R:3:mulliken_charge:R:1 method="wB97M-V/def2-TZVPD" e_homo_ev=-10.30 gap_ev=4.9 de_lowest_kcal_mol=284.9 charge=+1 total_energy_ha=-4034.0254 multiplicity=1
Cl -4.20286 2.72733 0.64985 -0.536 0.316 0.548 -0.01
S -0.76014 3.35870 -6.60731 1.981 0.616 0.288 -0.07
S 0.06210 -1.54736 2.31984 -0.252 0.093 -0.553 -0.23
F -2.31623 5.57504 0.72968 1.640 -2.236 -0.079 -0.39
O 2.16221 2.89958 -6.20078 0.248 2.570 -1.531 -0.20
N -4.58455 2.81849 -2.78429 1.196 0.780 0.247 -0.21
N -3.06632 4.60720 -2.01493 -0.196 -6.635 0.343 0.14
N 3.12410 4.63043 -7.49798 -0.720 -4.128 3.418 -0.11
N 1.73049 4.76728 -7.66931 0.372 -5.350 4.279 -0.48
N -3.32708 2.23797 -0.73404 1.259 2.068 -1.643 0.08
C -1.28810 4.52113 0.83741 1.789 0.894 0.254 0.31
C -2.60546 -12.02235 5.04231 0.181 -0.020 -0.082 -0.43
C 3.34783 -3.72727 6.08719 0.150 0.020 -0.038 -0.30
C 4.78351 -2.50709 4.57499 -0.012 -0.162 0.157 -0.27
C 5.73828 -4.06900 6.15130 -0.116 0.078 -0.063 -0.32
C -1.11050 -4.78947 4.63372 0.106 -0.149 -0.036 -0.26
C 0.81318 -6.01981 3.84525 -0.158 0.005 0.093 -0.74
C 0.09534 -4.82678 3.93411 -0.045 -0.166 0.094 0.09
C 0.20441 1.31127 -2.23500 0.573 0.444 -0.582 0.32
C -3.74786 -6.74540 9.94517 0.094 0.102 0.008 -0.51
C 7.97430 5.60633 -10.56661 -0.171 -0.003 -0.039 -0.34
C 4.46361 -4.35853 6.63745 0.003 0.134 -0.162 -0.53
C 6.87363 0.25016 -1.26125 -0.139 0.044 0.058 -0.41
C -1.08343 3.61404 -0.53764 -0.337 1.013 -0.401 -0.10
C -1.88485 -13.21393 4.95811 0.048 0.167 -0.076 -0.38
C 5.63143 0.76703 0.74511 0.016 -0.018 -0.157 -0.52
C -2.11509 -10.86711 4.43412 0.085 -0.139 -0.003 -0.36
C -0.88027 -7.13629 5.15771 0.017 0.170 -0.057 -0.32
C -1.80534 2.14310 -0.49332 1.817 -1.036 0.000 0.18
C -1.32394 1.11875 -1.72518 0.897 -2.520 -1.084 -0.86
C -1.09829 6.53616 -3.60663 1.288 0.138 0.359 -0.70
C -10.27525 5.57180 -3.75171 0.217 -0.055 0.067 -0.45
C -0.67718 -13.25041 4.26171 -0.084 0.131 0.000 -0.37
C 4.59501 1.03628 -1.42066 0.158 -0.065 0.110 -0.18
C -1.60087 -5.94471 5.24191 0.150 -0.036 -0.083 -0.49
C -8.50533 5.73344 -2.11555 -0.020 -0.044 -0.042 -0.65
C -3.65936 3.23358 -1.81776 -0.116 2.394 -1.299 -0.30
C -9.49781 4.69242 -4.50484 0.039 0.030 0.091 -0.44
C 0.68448 -0.43719 0.93508 0.292 1.322 -1.036 -0.62
C 1.07696 3.67236 -6.82749 4.557 2.885 -1.850 0.32
C 4.52819 1.12264 -0.03035 0.168 -0.098 -0.113 -0.26
C -1.42643 4.94436 -5.84325 0.669 1.938 0.269 -0.64
C -1.44869 1.26694 0.88614 0.655 0.386 0.722 -1.00
C -0.90925 -10.90442 3.73451 -0.036 -0.167 0.082 -0.28
C -1.56958 4.43309 -1.91361 2.870 0.608 -0.073 -0.29
C 3.46081 3.47956 -6.57621 -5.212 3.272 -2.922 -0.01
C -2.76021 -4.96926 11.25093 -0.025 -0.105 -0.153 -0.36
C 7.13436 5.25990 -9.50858 -0.069 0.019 -0.217 -0.48
C 0.32741 -7.17277 4.46131 -0.063 0.137 -0.023 -0.44
C 5.89894 -3.14245 5.12146 -0.174 -0.018 0.044 -0.46
C -1.91285 -4.65941 10.18758 -0.111 -0.128 -0.005 -0.49
C 6.80549 0.33296 0.12917 -0.168 0.051 -0.083 -0.45
C -7.73159 4.84684 -2.86393 -0.346 0.049 -0.163 0.32
C 7.44215 5.81624 -11.83900 -0.086 -0.047 0.157 -0.44
C -8.22690 4.32843 -4.06078 -0.059 0.123 0.166 -0.26
C -3.67649 -6.01435 11.13067 0.122 0.065 -0.151 -0.36
C 0.66655 1.87525 -3.54048 -1.013 -0.499 1.531 -0.53
C -0.81030 5.88723 -2.09298 -1.128 0.862 -0.078 -0.77
C -9.77769 6.09444 -2.55776 0.118 -0.121 -0.109 -0.35
C 0.14882 5.31784 1.15200 -0.749 -0.202 1.152 -1.02
C -2.89791 -6.43802 8.88310 0.029 0.147 0.179 -0.18
C 3.50809 -2.80354 5.05482 0.146 -0.068 0.068 -0.51
C 5.23277 5.31921 -10.99733 0.207 0.022 0.049 -0.50
C -0.34612 5.68719 -4.81400 -0.107 1.001 -0.747 -0.43
C -0.19141 -12.09745 3.64566 -0.168 0.028 0.110 -0.47
C -1.97779 -5.39642 9.00546 -0.131 -0.039 0.118 -0.18
C 0.19388 1.13053 1.13761 0.235 -0.435 0.495 0.23
C 5.76412 5.11468 -9.72362 0.123 -0.014 -0.090 0.11
C 6.07145 5.67472 -12.05329 0.049 -0.034 0.147 -0.34
C 5.76736 0.59687 -2.03634 -0.034 0.039 0.192 -0.50
H 0.82943 1.83080 0.44904 -1.295 -1.361 1.200 -0.23
H -3.36028 5.05564 -2.90978 -0.066 -0.558 0.907 0.47
H -2.67356 -9.93690 4.50465 0.069 -0.135 -0.034 0.44
H -0.63315 7.63394 -3.57532 -1.097 -2.441 -0.083 0.32
H 5.81854 0.52584 -3.11941 0.003 0.004 0.151 0.38
H -1.40892 0.01002 -1.29021 -0.194 2.467 -0.820 0.44
H -1.27639 6.66673 -1.33827 0.912 -1.757 -1.322 0.34
H -1.31279 -5.15908 8.17954 -0.082 -0.041 0.086 0.42
H -10.38177 6.78279 -1.97251 0.110 -0.115 -0.092 0.37
H 0.47453 1.42313 2.26029 -0.830 -0.608 -2.464 0.35
H -11.26749 5.85083 -4.09518 0.158 -0.043 0.046 0.36
H -2.54305 -5.91658 5.78219 0.114 0.013 -0.064 0.49
H -1.86223 1.74953 1.86581 0.470 -0.799 -2.068 0.28
H 3.61504 1.46664 0.44921 0.102 -0.015 -0.028 0.42
H 4.90862 -1.78230 3.77515 -0.008 -0.098 0.079 0.44
H 1.86784 -0.43960 1.01263 -2.523 -0.275 -0.061 0.18
H -6.74291 4.56053 -2.51571 -0.063 0.137 0.011 0.03
H 1.09180 4.61898 0.99062 -2.063 1.481 0.145 0.21
H -2.23824 6.68053 -3.83339 2.040 -0.363 0.484 0.30
H -2.95204 -7.00933 7.96018 0.017 0.051 0.133 0.25
H -2.70695 -4.39685 12.17329 -0.006 -0.088 -0.135 0.35
H 4.47236 3.05478 -6.16936 -2.426 0.873 -0.996 0.35
H -4.46597 -7.55610 9.84905 0.120 0.122 0.023 0.35
H -1.66897 -3.85926 4.70425 0.058 -0.116 0.017 0.37
H 0.89011 -8.10080 4.39795 -0.089 0.135 0.024 0.49
H -1.20063 -3.84332 10.28052 -0.098 -0.134 -0.009 0.35
H -8.11672 6.14280 -1.18642 -0.077 -0.064 -0.136 0.35
H 0.11426 5.56342 2.31524 0.177 -0.312 -2.574 0.38
H -3.54764 -11.99422 5.58259 0.129 -0.005 -0.068 0.36
H -2.02951 1.14870 -2.65534 1.143 0.224 1.666 0.26
H 2.63828 -2.31360 4.62438 0.092 -0.069 0.063 0.41
H 5.57716 0.82919 1.82843 0.019 0.003 -0.140 0.41
H 6.60751 -4.56526 6.57595 -0.142 0.086 -0.066 0.35
H 0.47617 -3.92700 3.45822 -0.012 -0.203 0.089 -0.04
H 0.74627 -12.12782 3.09743 -0.125 0.002 0.082 0.36
H -4.15713 2.64987 -3.74484 -1.284 0.904 1.630 0.25
H -9.88299 4.28959 -5.43839 0.066 0.064 0.167 0.36
H -1.24714 3.78446 -2.86172 -0.513 1.185 2.078 0.14
H 0.69701 1.22444 -4.51271 -1.650 2.010 1.447 0.14
H 4.33931 -5.07631 7.44350 0.014 0.096 -0.118 0.37
H 7.66674 0.05940 0.73304 -0.140 0.045 -0.097 0.37
H 1.75086 -6.05018 3.29703 -0.112 0.019 0.101 0.38
H 0.96432 3.02133 -3.53589 1.362 -2.972 0.020 0.11
H 8.09592 6.08999 -12.66296 -0.098 -0.041 0.124 0.35
H -1.51085 3.89586 1.79706 0.037 1.054 -2.092 0.39
H 9.04247 5.71398 -10.39990 -0.141 -0.004 -0.028 0.36
H 7.78946 -0.08568 -1.74120 -0.158 0.047 0.082 0.36
H -2.26481 -14.11352 5.43521 0.059 0.136 -0.072 0.35
H 0.48591 4.95934 -4.41551 -1.835 1.283 -0.636 0.02
H -7.62211 3.64130 -4.64660 -0.100 0.067 0.010 0.32
H 1.07104 0.91596 -1.51478 -1.925 2.430 -0.695 -0.04
H 3.73441 1.31119 -2.02473 0.081 -0.025 0.032 0.36
H 5.11003 4.84241 -8.89952 0.085 0.112 -0.194 0.28
H -0.52841 -10.00464 3.25862 -0.071 -0.110 0.052 0.43
H 0.10551 3.56667 -0.65099 -2.838 -0.398 0.086 0.65
H -1.17890 -2.12456 1.98932 1.308 0.947 -0.357 0.14
H -1.59840 5.70130 -6.73926 0.042 -1.674 2.019 0.44
H -5.60324 2.68203 -2.59982 1.498 -0.601 -0.087 0.26
H -1.85182 0.16764 0.84125 0.445 2.282 -0.176 0.49
H 5.65656 5.84083 -13.04433 0.070 -0.032 0.150 0.35
H -2.45508 4.72705 -5.29219 2.178 0.114 -1.298 0.25
H -4.33500 -6.25767 11.95985 0.088 0.035 -0.118 0.35
H 0.22515 6.48842 -5.48597 -1.158 -1.898 1.466 0.58
H 0.21168 6.32393 0.55500 -0.052 -2.119 1.098 0.27
H -0.11448 -14.17844 4.19835 -0.094 0.145 0.004 0.35
H -1.26022 -8.03587 5.63481 0.076 0.106 -0.057 0.48
H 2.35396 -3.95552 6.46320 0.131 0.018 -0.074 0.48
H 0.38621 -0.81061 -0.13838 0.594 0.542 2.197 0.30
H 0.34710 5.84184 -1.85365 -2.440 -0.211 -0.743 0.28
H 7.54804 5.10207 -8.51555 -0.045 0.026 -0.146 0.34
H 6.89254 -2.91520 4.74433 -0.138 -0.036 0.061 0.35
H 4.16572 5.20245 -11.16609 0.136 0.027 0.040 0.37